Density functional theory data (the ωB97M-V functional and the def2-TZVPD basis) for a 2-piece molecular cluster, C5H10N2O overall at a distorted geometry.

CARTESIAN COORDINATES (ANGSTROEM)
H  -1.152  -0.924  -1.952
H  -0.721  1.450  0.538
C  1.074  0.331  -0.695
H  1.450  -0.787  -0.466
H  -2.141  0.143  -1.013
H  1.167  1.371  1.329
N  -0.037  0.661  -1.459
H  1.798  1.105  -1.086
C  -1.099  -0.699  0.071
N  -1.822  -0.160  1.343
C  -0.489  0.336  0.857
O  1.488  -0.926  1.127
H  0.074  1.009  -2.511
H  2.767  -0.687  1.986
H  -0.612  -1.650  0.308
C  -1.121  -0.186  -1.209
H  -1.519  -0.737  1.968
C  0.896  0.350  0.864

electronic energy	-10364.6101	eV
total charge	0
F_max	0.1516	Eh/bohr
E_HOMO	-8.122	eV
orbital gap	7.1	eV

=====

Density functional theory data (the ωB97M-V functional and the def2-TZVPD basis) for a 10-piece molecular cluster, C18H54BF4O9S9 overall at a distorted geometry.

CARTESIAN COORDINATES (ANGSTROEM)
H  0.979  -3.979  -4.522
C  5.668  -2.284  1.478
H  -2.701  2.065  1.215
S  1.397  -3.553  3.462
H  -2.066  5.844  -4.382
H  2.094  -4.973  -3.620
H  0.633  -1.322  3.094
C  -3.718  -1.913  -1.525
H  -2.023  4.686  1.463
S  -3.495  3.505  2.925
H  1.983  -1.792  2.020
H  -3.480  4.140  0.621
H  2.067  4.958  0.844
H  2.703  2.266  3.841
H  -1.740  -2.074  3.927
H  -4.611  -3.740  3.869
H  1.620  -4.273  1.107
O  6.817  -1.202  -0.632
H  4.082  -1.198  -0.627
S  2.860  2.810  1.533
C  1.048  -2.115  2.475
H  1.501  -2.459  -2.442
H  5.267  -3.031  0.788
H  6.562  -2.608  2.000
C  -2.518  3.006  -2.223
H  3.667  -0.262  0.778
H  -4.887  -2.896  5.386
C  1.034  -4.826  -3.833
H  1.356  4.486  2.412
H  4.535  0.559  -0.535
H  -3.572  5.548  1.727
H  -2.690  -2.118  -1.205
H  -2.389  -2.186  2.247
S  -3.347  4.421  -2.933
C  3.300  2.643  -3.803
H  0.850  1.751  -2.622
H  2.637  -5.156  2.224
O  0.271  -5.692  -1.502
S  -3.949  -2.900  -3.014
H  1.984  0.934  2.816
C  2.117  2.003  2.962
H  2.226  1.314  -1.753
C  -2.616  2.061  2.304
C  -1.862  5.226  -3.509
H  -1.552  2.045  2.530
O  4.135  3.414  1.994
C  1.548  2.159  -1.889
H  3.972  3.305  -4.346
H  -3.281  2.384  -1.758
C  -3.383  -1.618  -4.155
C  1.430  -3.304  -1.748
O  -4.930  3.178  2.838
H  1.113  2.399  3.133
F  1.183  -0.492  -0.368
C  1.641  4.139  1.421
H  -4.374  -2.270  -0.736
H  1.118  -2.804  -0.831
S  0.166  -4.441  -2.299
O  -2.901  -3.944  -2.958
H  0.320  -2.304  1.685
H  2.599  2.234  -4.539
H  2.433  -3.719  -1.629
H  0.617  -5.718  -4.293
F  -0.825  0.532  -1.019
H  0.976  -5.555  2.258
H  4.866  -2.127  2.205
C  -2.410  -1.631  3.187
O  -3.860  5.269  -1.832
H  -1.062  4.524  -3.747
O  2.707  -3.244  4.100
O  -3.962  -0.412  5.002
C  1.644  -4.710  2.100
H  -2.315  -1.483  -3.986
C  4.426  -0.379  0.005
H  -3.525  -1.977  -5.175
H  -1.948  -0.679  2.919
F  -0.773  -1.572  -0.132
S  6.073  -0.786  0.592
H  -1.776  3.275  -1.469
H  -3.240  -3.434  4.949
H  -3.092  1.163  2.683
C  -3.108  4.584  1.545
H  1.088  2.410  -0.942
H  3.829  1.775  -3.409
H  0.800  3.724  0.861
B  -0.179  -0.277  -0.083
S  -4.048  -1.365  3.873
H  -1.487  5.865  -2.710
S  2.460  3.562  -2.521
H  -3.986  -0.723  -4.025
H  -3.741  -0.836  -1.674
H  -1.994  2.466  -3.012
F  -0.335  0.268  1.203
O  1.524  4.482  -3.204
C  -4.174  -3.026  4.568

electronic energy	-147034.9127	eV
total charge	-1
F_max	0.0238	Eh/bohr
E_HOMO	-6.691	eV
orbital gap	8.6	eV

=====

Density functional theory data (the ωB97M-V functional and the def2-TZVPD basis) for a 13-piece molecular cluster, C13H52O13 overall at a distorted geometry.

CARTESIAN COORDINATES (ANGSTROEM)
H  -2.992  0.982  2.693
H  -2.147  -3.405  -0.040
O  -3.743  -0.907  2.705
H  -2.943  -4.900  0.377
H  4.201  -0.802  0.373
H  1.111  0.112  -0.927
H  -4.622  0.557  -2.002
C  -3.192  0.185  1.979
H  -3.815  0.599  1.182
O  2.937  2.026  0.345
H  -1.422  -3.452  -4.190
H  -3.164  1.103  -2.971
C  0.533  4.416  1.225
O  0.039  -4.307  3.612
H  5.657  -0.112  -0.421
C  4.727  -0.659  -0.571
H  1.295  0.816  3.016
H  -2.489  2.280  -1.314
H  -0.432  3.264  -1.282
H  -1.582  -4.628  2.277
H  -0.158  4.004  1.964
C  2.338  2.688  -3.382
H  3.091  1.246  -0.212
H  -0.160  -0.252  -2.074
O  1.175  3.270  -3.941
H  -1.599  -1.765  -3.748
C  -1.567  4.562  -2.174
H  -0.509  -3.309  1.954
O  2.319  -4.277  1.954
C  0.236  0.553  2.938
O  -0.423  -1.126  -0.271
H  1.723  -4.255  2.714
H  -2.312  -0.210  1.465
C  0.032  -0.018  -1.025
H  1.411  2.955  0.299
C  -3.123  -3.875  0.043
O  0.589  3.455  0.160
H  0.174  5.383  0.879
H  3.557  -2.702  1.371
C  -3.574  0.852  -1.991
H  -3.618  -3.948  -0.926
C  -1.001  -3.844  2.768
O  3.781  -0.009  -1.412
H  -3.703  -1.694  2.146
H  4.625  1.582  1.433
H  2.837  3.418  -2.740
H  4.070  3.199  1.662
H  0.044  -1.324  3.471
H  -2.601  4.593  -2.515
C  4.155  2.416  0.906
H  2.092  1.826  -2.755
H  4.844  2.821  0.160
H  -0.288  0.768  3.869
H  2.348  -2.362  2.561
H  -0.971  5.115  -2.905
H  3.020  2.325  -4.152
H  -1.722  -3.149  3.203
H  -2.728  -2.959  -3.040
O  0.092  -0.829  2.650
H  -0.369  -4.809  4.324
H  0.079  -1.191  0.548
O  -3.912  -3.182  1.012
H  1.887  -2.617  0.776
H  4.843  -1.652  -1.009
H  -1.497  5.180  -1.276
C  2.513  -2.896  1.625
O  -1.085  3.242  -2.003
O  -0.809  -3.114  -2.324
H  -0.488  0.921  -0.823
H  -0.132  1.086  2.062
O  -3.350  1.904  -1.081
H  -4.691  -3.690  1.250
H  -3.008  -0.003  -1.602
C  -1.704  -2.787  -3.375
H  1.496  4.480  1.731
H  0.446  3.112  -3.331
H  4.185  0.189  -2.262
H  -0.855  -2.465  -1.612

electronic energy	-40936.8232	eV
total charge	0
F_max	0.0259	Eh/bohr
E_HOMO	-9.208	eV
orbital gap	9.5	eV